(1)
The following is a quantum chemistry calculation of an isolated ion of composition C11H13N2O3P and charge +2 at a distorted geometry, from the Open Molecules 2025 dataset.

Each line ends with the Mulliken charge.
Element x y z (Å)
O  5.503  -0.676  1.836  -0.571
P  4.626  -0.261  0.588  0.999
O  5.582  -0.146  -0.876  -0.495
O  3.439  -1.558  0.337  -0.491
C  3.705  1.438  0.839  -0.613
N  2.209  1.077  0.726  0.173
C  1.571  1.410  -0.625  -0.133
C  -0.003  1.048  -0.936  -0.446
C  -0.901  0.302  0.260  0.294
C  -2.448  -0.075  -0.132  0.250
C  -3.758  0.903  -0.008  -0.358
C  -5.230  0.269  -0.484  -0.140
N  -5.371  -1.160  -1.046  -0.117
C  -4.187  -2.108  -1.199  -0.207
C  -2.690  -1.609  -0.753  -0.284
C  -0.178  0.007  1.721  -0.476
C  1.419  0.434  1.872  -0.023
H  5.224  -0.775  -1.576  0.343
H  2.890  -1.366  -0.486  0.307
H  3.973  1.953  1.856  0.390
H  4.007  2.166  -0.049  0.322
H  2.232  1.939  -1.458  0.346
H  -0.476  1.288  -1.979  0.385
H  -3.641  2.000  0.392  0.366
H  -6.245  0.873  -0.415  0.373
H  -6.314  -1.536  -1.350  0.310
H  -4.282  -3.202  -1.666  0.368
H  -1.766  -2.338  -0.893  0.351
H  -0.814  -0.488  2.585  0.379
H  1.923  0.191  2.920  0.397

- Charge: +2
- Highest occupied orbital energy: -15.703 eV
- E: -1102.46169 hartree
- F_max: 0.1256 hartree/bohr



(2)
The following is a quantum chemistry calculation of one molecule with the formula C11H13N3Si at a distorted geometry, from the Open Molecules 2025 dataset.

Each line ends with the Mulliken charge.
Element x y z (Å)
C  -0.508  3.277  2.683  -0.216
C  -0.663  2.114  2.376  -0.632
C  -0.842  0.847  1.990  0.593
C  0.274  -0.631  -0.498  -1.407
C  -0.063  -1.806  -0.356  1.804
C  -1.820  -3.673  1.478  -0.647
C  -1.958  -2.483  2.128  0.052
C  -1.005  -3.888  0.325  -0.006
C  2.265  0.396  -2.636  -1.038
C  1.796  2.020  -0.053  -0.923
C  -0.487  1.771  -2.183  -1.061
N  -1.228  -0.270  2.114  0.075
N  -0.307  -3.068  -0.370  -0.612
N  -1.266  -1.427  1.726  -0.309
Si  0.961  0.868  -1.323  0.082
H  -0.343  4.267  2.985  0.424
H  -2.368  -4.525  1.847  0.302
H  -2.627  -2.397  2.984  0.425
H  -0.978  -4.913  -0.039  0.356
H  2.536  1.243  -3.261  0.319
H  3.174  0.029  -2.167  0.311
H  1.895  -0.391  -3.287  0.307
H  2.362  1.452  0.678  0.331
H  2.487  2.700  -0.541  0.365
H  1.071  2.620  0.486  0.132
H  -0.759  1.270  -3.107  0.322
H  -1.370  1.796  -1.552  0.313
H  -0.228  2.798  -2.427  0.341

- Charge: 0
- Highest occupied orbital energy: -7.619 eV
- E: -880.47045 hartree
- F_max: 0.0469 hartree/bohr
- Energy above the lowest of the compared OMol25 structures with the same formula, charge and spin: 4.240 eV



(3)
The following is a quantum chemistry calculation of one molecule with the formula C11H13NO2 at a distorted geometry, from the Open Molecules 2025 dataset.

Each line ends with the Mulliken spin population.
Element x y z (Å)
C  -0.647  3.398  0.729  0.562
C  0.313  3.024  -0.198  0.388
C  -1.173  2.456  1.597  -0.128
C  0.757  1.715  -0.252  0.002
C  -0.752  1.141  1.525  0.549
C  0.221  0.762  0.606  0.270
C  1.966  -0.996  -0.196  0.027
C  0.658  -0.665  0.560  0.065
C  -0.032  -1.586  -0.718  0.101
C  -0.871  -0.793  -1.698  0.022
C  -0.706  -2.853  -0.244  0.005
N  1.356  -1.744  -1.135  -0.002
O  3.122  -0.727  -0.003  0.004
O  0.522  -1.346  1.773  0.021
H  -0.980  4.425  0.776  0.033
H  0.722  3.757  -0.877  0.017
H  -1.912  2.744  2.330  -0.001
H  1.533  1.434  -0.950  0.022
H  -1.166  0.389  2.181  0.039
H  -1.127  -1.424  -2.548  0.000
H  -0.328  0.075  -2.062  0.009
H  -1.789  -0.456  -1.223  -0.007
H  -0.837  -3.541  -1.078  0.001
H  -1.681  -2.608  0.169  0.001
H  -0.115  -3.336  0.528  0.003
H  1.720  -2.200  -1.956  -0.001
H  1.223  -1.046  2.363  -0.002

- Charge: 0
- Multiplicity: 3
- Highest occupied orbital energy (alpha / beta): -4.786 / -9.433 eV
- E: -632.03318 hartree
- F_max: 0.1047 hartree/bohr
- Energy above the lowest of the compared OMol25 structures with the same formula, charge and spin: 0.300 eV



(4)
The following is a quantum chemistry calculation of one molecule with the formula C11H13NS at a distorted geometry, from the Open Molecules 2025 dataset.

Each line ends with the Mulliken charge.
Element x y z (Å)
S  -2.599  -0.411  -0.034  -0.129
C  -1.211  0.221  3.006  -0.686
C  -3.094  1.047  -0.839  -0.331
C  -2.069  1.687  -1.490  -0.896
C  0.499  1.446  -1.687  -0.871
C  -0.796  1.037  -1.225  0.280
C  1.610  0.653  -1.496  -0.309
C  -0.507  -0.784  2.426  -0.216
C  -0.930  -0.084  -0.491  0.194
N  1.457  -0.570  -0.859  0.214
C  2.493  -1.563  -1.111  -1.125
C  0.664  -0.540  1.490  -0.540
C  0.296  -0.881  0.019  -0.047
H  -0.962  1.253  2.879  0.279
H  -2.012  -0.002  3.776  0.232
H  -4.099  1.399  -0.846  0.467
H  -2.209  2.605  -2.033  0.406
H  0.687  2.382  -2.202  0.349
H  2.587  1.000  -1.879  0.344
H  -0.727  -1.816  2.714  0.314
H  3.464  -1.154  -0.784  0.379
H  2.281  -2.498  -0.487  0.324
H  2.508  -1.883  -2.145  0.340
H  1.571  -1.113  1.767  0.359
H  0.998  0.527  1.554  0.265
H  0.097  -1.958  -0.022  0.405

- Charge: 0
- Highest occupied orbital energy: -7.004 eV
- E: -879.83079 hartree
- Structure (SMILES): C=CC[C@H]1c2sccc2C=CN1C
- F_max: 0.0480 hartree/bohr
- Energy above the lowest of the compared OMol25 structures with the same formula, charge and spin: 1.034 eV



(5)
The following is a quantum chemistry calculation of one molecule with the formula C11H14 at a distorted geometry, from the Open Molecules 2025 dataset.

Each line ends with the Mulliken charge.
Element x y z (Å)
C  -1.925  -0.025  0.625  0.581
C  -1.181  -0.918  1.490  -1.568
C  1.069  -1.776  0.394  -0.034
C  1.262  -3.069  0.522  -0.877
C  -0.743  0.344  -0.144  -0.647
C  -3.184  0.368  0.544  -0.111
C  1.665  -0.505  0.708  -0.184
C  0.086  -0.714  0.635  0.738
C  -3.662  1.306  -0.545  -1.095
C  2.869  1.408  -0.495  -1.307
C  2.216  0.112  -0.596  -0.088
H  0.489  -3.787  0.392  0.297
H  2.286  -3.381  0.620  0.254
H  -0.825  0.204  -1.151  0.532
H  -0.490  1.470  0.123  0.170
H  -3.901  0.059  1.326  0.423
H  2.051  -0.488  1.691  0.562
H  -4.767  1.469  -0.458  0.325
H  -3.549  0.886  -1.635  0.267
H  -3.161  2.254  -0.661  0.322
H  2.124  2.105  -0.436  0.320
H  3.457  1.686  -1.388  0.333
H  3.489  1.328  0.461  0.277
H  3.001  -0.607  -0.734  0.317
H  1.324  0.267  -1.287  0.193

- Charge: 0
- Highest occupied orbital energy (alpha / beta): -7.599 / -7.620 eV
- E: -427.23049 hartree
- F_max: 0.0607 hartree/bohr
- Energy above the lowest of the compared OMol25 structures with the same formula, charge and spin: 6.838 eV



(6)
The following is a quantum chemistry calculation of a 2-piece molecular cluster, C11H14BBr2O4 overall at a distorted geometry, from the Open Molecules 2025 dataset.

Each line ends with the Mulliken charge.
Element x y z (Å)
Br  4.244  -2.767  0.695  -0.248
C  4.058  -1.671  -0.915  -0.305
C  3.957  -0.179  -0.609  -0.638
C  3.051  0.581  -1.590  -0.886
C  1.599  0.172  -1.868  0.492
O  1.484  -1.079  -2.477  -0.684
B  0.400  -1.852  -1.738  0.844
O  -0.417  -0.697  -1.177  -0.711
C  0.470  0.250  -0.817  -0.343
Br  1.043  0.005  1.108  -0.324
H  4.959  -1.921  -1.472  0.389
H  3.173  -2.042  -1.421  0.139
H  4.958  0.259  -0.703  0.317
H  3.661  -0.025  0.423  0.374
H  3.053  1.642  -1.310  0.288
H  3.529  0.524  -2.576  0.331
H  1.255  0.947  -2.585  0.080
H  0.891  -2.498  -0.805  -0.287
H  -0.272  -2.538  -2.493  -0.256
H  -0.009  1.228  -0.794  0.409
C  -4.568  1.691  2.864  -0.427
C  -3.575  2.353  2.281  -0.406
C  -2.690  1.683  1.290  0.409
O  -1.783  2.283  0.753  -0.506
C  -2.945  0.247  0.983  -0.147
C  -3.943  -0.406  1.577  -0.451
C  -4.831  0.258  2.554  0.357
O  -5.749  -0.326  3.098  -0.582
H  -5.233  2.147  3.587  0.378
H  -3.361  3.395  2.488  0.408
H  -2.259  -0.213  0.270  0.541
H  -4.151  -1.450  1.380  0.444

- Charge: -1
- Highest occupied orbital energy: -4.681 eV
- E: -5901.47462 hartree
- F_max: 0.0197 hartree/bohr



(7)
The following is a quantum chemistry calculation of C11H14BClN10Rh as an isolated structure at a distorted geometry, from the Open Molecules 2025 dataset.

Each line ends with the Mulliken spin population.
Element x y z (Å)
Rh  0.105  0.307  -0.408  2.773
C  2.306  -1.093  2.795  0.029
C  2.078  -0.017  1.910  -0.003
N  1.570  -0.504  0.788  0.228
N  1.608  -1.917  0.829  0.030
C  1.989  -2.249  2.055  0.021
B  1.222  -2.770  -0.415  -0.054
N  1.767  -1.857  -1.547  -0.004
C  2.084  -2.224  -2.799  0.020
C  2.286  -1.083  -3.579  0.014
C  2.135  0.024  -2.714  0.006
N  1.724  -0.430  -1.518  0.264
N  -0.347  -2.697  -0.442  0.004
C  -1.304  -3.436  0.064  0.038
C  -2.549  -2.779  -0.099  0.012
C  -2.264  -1.580  -0.754  0.022
N  -0.923  -1.459  -0.881  0.129
H  2.563  -1.095  3.856  0.003
H  2.308  1.021  2.089  0.000
H  2.107  -3.287  2.258  0.002
H  1.607  -3.873  -0.399  0.000
H  2.098  -3.282  -2.977  0.002
H  2.503  -1.062  -4.647  0.002
H  2.264  1.081  -2.910  -0.003
H  -0.997  -4.405  0.403  0.003
H  -3.528  -3.141  0.247  0.001
H  -2.957  -0.864  -1.143  0.000
N  -1.620  4.117  2.007  0.003
C  -2.422  4.512  0.974  0.003
N  -3.112  5.697  1.097  0.002
N  -2.599  3.802  -0.159  0.011
C  -2.133  2.575  -0.210  0.046
N  -1.687  1.498  -0.408  0.018
H  -1.438  4.643  2.854  0.000
H  -1.013  3.335  1.829  -0.003
H  -3.029  6.291  1.899  0.000
H  -3.707  5.937  0.306  0.000
Cl  1.306  2.264  -0.253  0.381

- Charge: +1
- Multiplicity: 5
- Highest occupied orbital energy (alpha / beta): -11.056 / -11.747 eV
- E: -1570.47665 hartree
- F_max: 0.0614 hartree/bohr